No. 1
Formula: H4O3
Source: the OMol25 dataset
Level of theory: ωB97M-V with the def2-TZVPD basis set

## Properties
Kohn-Sham gap   0.3874 Ha
Molar mass   52.0 g/mol
ΔE to the lowest compared entry with this formula, charge and spin   24.2 kcal per mole
SMILES string   OO.O
Total charge   0

```
7
Properties=species:S:1:pos:R:3:forces:R:3
O 1.37894 -0.70880 0.89887 -0.4691 -0.1970 -2.3973
O 0.67987 -0.28920 -0.33878 1.6809 -0.5426 -0.4920
H 0.65102 -1.10067 1.37694 -0.6422 -0.2352 0.4994
H 0.38976 -0.94608 -1.04737 1.3752 -0.4615 1.8753
O -1.41085 0.86120 -0.35400 1.0846 -0.4929 -0.5525
H -1.23236 1.75426 -0.04590 -0.0398 0.0109 -0.0748
H -0.45637 0.42928 -0.48977 -2.9896 1.9183 1.1418
```
Forces are in eV/Å.

No. 2
Formula: H4O3Si
Source: the OMol25 dataset
Level of theory: ωB97M-V with the def2-TZVPD basis set

## Properties
Kohn-Sham gap   0.3299 Ha
Molar mass   80.1 g/mol
ΔE to the lowest compared entry with this formula, charge and spin   78.9 kcal per mole
SMILES string   O=[SiH]O.O
Total charge   0

```
8
Properties=species:S:1:pos:R:3:forces:R:3
O -0.58464 -0.97551 -0.78027 -0.1357 0.9606 -0.2849
Si -1.24929 0.30267 -0.24316 0.5719 -3.1320 -0.3053
O -0.30410 1.36562 0.39829 0.5450 0.7303 -0.2104
H -2.64127 0.11818 0.02748 -0.8395 0.8066 0.1239
H -0.47397 2.04926 1.01530 -0.2622 1.0171 0.7715
O 2.10296 -0.66940 0.03929 -4.8352 2.1732 -1.3638
H 0.97531 -0.60600 -0.35962 4.3981 -0.4780 1.4521
H 2.17500 -1.58483 -0.09730 0.5575 -2.0778 -0.1831
```
Forces are in eV/Å.

No. 3
Formula: H4OS2
Source: the OMol25 dataset
Level of theory: ωB97M-V with the def2-TZVPD basis set

## Properties
Kohn-Sham gap   0.3424 Ha
Molar mass   84.2 g/mol
ΔE to the lowest compared entry with this formula, charge and spin   14.4 kcal per mole
SMILES string   SS.O
Total charge   0

```
7
Properties=species:S:1:pos:R:3:forces:R:3
S -1.99430 0.12402 0.72434 1.0563 0.5249 -1.3229
S -0.68121 0.27276 2.28569 -0.2427 -1.7603 1.1334
H -1.10828 -0.17338 -0.32835 -0.7308 0.1147 1.0790
H 0.18246 1.26572 2.23884 0.0001 1.1016 -0.9222
O 0.97451 -0.40036 -1.44726 -0.1892 -0.1863 0.6605
H 1.62849 -1.08281 -1.12484 -0.8299 1.4453 -1.6818
H 0.99833 -0.00594 -2.34841 0.9363 -1.2399 1.0541
```
Forces are in eV/Å.

No. 4
Formula: H4OS2
Source: the OMol25 dataset
Level of theory: ωB97M-V with the def2-TZVPD basis set

## Properties
Kohn-Sham gap   0.3617 Ha
Molar mass   84.2 g/mol
ΔE to the lowest compared entry with this formula, charge and spin   4.7 kcal per mole
SMILES string   SS.O
Total charge   0

```
7
Properties=species:S:1:pos:R:3:forces:R:3
S -1.75724 1.08488 0.77685 0.4596 -0.6675 0.0614
S -0.70406 -0.67070 1.36293 -0.4931 0.9561 -0.1934
H -2.50376 1.37064 1.86476 0.3136 -0.3097 0.0782
H 0.47065 -0.09577 1.69761 -0.2531 0.0468 0.0376
O 1.32807 -0.60848 -2.26119 0.5698 0.1558 1.0780
H 2.23978 -0.86033 -1.98987 -1.0027 0.2854 -0.2591
H 0.92653 -0.22023 -1.45108 0.4059 -0.4669 -0.8027
```
Forces are in eV/Å.

No. 5
Formula: H4OS2Si
Source: the OMol25 dataset
Level of theory: ωB97M-V with the def2-TZVPD basis set

## Properties
Kohn-Sham gap   0.3091 Ha
Molar mass   112.3 g/mol
ΔE to the lowest compared entry with this formula, charge and spin   72.0 kcal per mole
Total charge   0

```
8
Properties=species:S:1:pos:R:3:forces:R:3
O 0.62996 -1.10227 1.50874 -0.2007 0.5185 0.3647
Si -1.70224 0.49158 -0.59763 2.9878 0.1962 -2.3536
S 1.82295 -0.94647 0.63654 1.1021 0.8050 -0.8920
S -0.18024 0.86678 -1.83931 -1.1338 -0.3049 0.7814
H -2.05012 1.31628 0.42889 -0.5798 1.6319 2.0198
H -2.63940 -0.51899 -0.72772 -1.2253 -1.5944 -0.3021
H 1.29108 -0.22527 -0.49021 1.0219 -0.1548 0.9733
H 2.82801 0.11835 1.08070 -1.9721 -1.0976 -0.5916
```
Forces are in eV/Å.

No. 6
Formula: H4S2
Source: the OMol25 dataset
Level of theory: ωB97M-V with the def2-TZVPD basis set

## Properties
Kohn-Sham gap   0.3879 Ha
Molar mass   68.2 g/mol
ΔE to the lowest compared entry with this formula, charge and spin   0.2 kcal per mole
SMILES string   S.S
Total charge   0

```
6
Properties=species:S:1:pos:R:3:forces:R:3
S 2.03551 0.49376 0.98249 -0.0977 -0.0789 -0.1823
H 2.36797 -0.36904 0.00435 -0.0642 0.1267 0.1326
H 0.89546 0.84305 0.35799 0.1852 -0.0380 0.0273
S -1.83295 0.26319 -0.64720 0.0070 -0.2351 0.0881
H -2.10046 -0.94129 -1.18514 0.0611 0.1717 0.0646
H -1.36552 -0.28966 0.48752 -0.0915 0.0537 -0.1303
```
Forces are in eV/Å.